# 1
20
Properties=species:S:1:pos:R:3:forces:R:3 method="wB97M-V/def2-TZVPD" de_lowest_ev=4.588 homo_energy_ev=-8.06 multiplicity=1 orbital_gap_ev=8.483 energy_ev=-12992.2640
C 1.01260 -0.50872 -0.50767 -2.12 0.21 0.82
C 1.63267 0.80328 -0.25063 -0.45 0.52 0.79
C -0.95958 -0.15433 0.29325 -0.08 -1.19 -1.00
C -1.31914 -1.62434 0.45576 0.05 0.18 -0.04
N -1.49486 0.43612 -0.91668 -0.30 0.27 0.10
C 0.57482 1.22071 0.84649 2.24 2.07 -0.94
O 1.50241 -1.59718 0.08897 0.52 -0.40 0.00
O 1.58907 1.68897 -1.31752 -0.25 0.02 0.12
O 0.05450 2.34087 0.68129 -0.21 -1.51 0.31
H 2.36938 -1.42774 0.48549 -0.18 0.12 0.06
H 0.82888 2.27711 -1.10503 0.40 -0.07 -0.02
H 0.49137 -0.66721 -1.44771 0.04 0.02 0.08
H 2.64281 0.71960 0.17515 0.03 0.03 -0.08
H -1.37143 0.34094 1.17966 0.53 0.11 -0.01
H -1.72530 1.41165 -0.75390 0.15 -0.07 -0.09
H -2.33671 -0.01500 -1.25998 0.11 -0.12 0.18
H 0.76222 0.74643 1.81985 -0.50 -0.15 -0.11
H -2.39007 -1.72737 0.65736 -0.01 0.00 -0.07
H -0.79158 -2.05628 1.30742 0.05 0.00 -0.07
H -1.07207 -2.20752 -0.43158 -0.02 -0.05 -0.02

=====

# 2
21
Properties=species:S:1:pos:R:3:forces:R:3 method="wB97M-V/def2-TZVPD" de_lowest_ev=4.293 homo_energy_ev="-9.44 / -9.44" multiplicity=1 orbital_gap_ev="9.063 / 9.062" energy_ev=-23826.7596 smiles="[H]/N=C(/C=C/C)S(=O)(=O)O.C"
C -0.86484 -1.57897 -0.05887 1.94 0.34 -1.39
C -0.66486 -0.41595 0.56738 2.96 -1.83 0.24
C -2.19878 -2.24380 -0.14090 1.35 1.28 -2.13
C -0.48111 2.99837 -0.46303 2.09 -0.14 -1.40
C 0.70706 0.21260 0.80108 -3.83 -2.52 -3.28
N 0.73936 1.38667 1.17697 2.87 1.09 2.94
O 3.12907 0.28057 0.14603 0.24 -0.04 -0.13
O 2.16416 -2.02112 0.25717 -1.18 0.81 -1.49
O 1.68908 -0.48464 -1.68746 -0.64 -0.53 0.95
S 1.97277 -0.45065 -0.28609 3.20 -0.84 1.41
H 0.03858 -1.91031 -0.67859 -1.84 -0.31 0.88
H -1.42188 -0.07545 1.15579 -1.97 1.50 1.60
H -2.15874 -3.28430 -0.19368 0.23 -1.80 0.57
H -2.61993 -2.00479 -1.12141 -0.20 0.30 0.00
H -2.80589 -1.85099 0.60363 -1.37 0.34 1.38
H -0.22135 4.09558 -0.58388 -1.03 -0.98 0.90
H -1.54882 2.66453 -0.40737 0.93 0.79 0.67
H -0.21082 2.70311 -1.52925 0.06 -0.33 1.23
H 0.31400 2.43332 0.37134 -3.55 2.59 -3.12
H 2.76683 -2.30191 0.96089 0.19 1.11 -0.05
H 1.67612 1.84813 1.11023 -0.44 -0.84 0.23

=====

# 3
21
Properties=species:S:1:pos:R:3:forces:R:3 method="wB97M-V/def2-TZVPD" de_lowest_ev=1.769 homo_energy_ev=-9.72 multiplicity=1 orbital_gap_ev=10.501 energy_ev=-23829.2829 smiles="C[S@@](=N)(=O)O.O=C1CCC1"
C 2.86925 -1.06237 -0.32654 0.12 -0.22 -0.07
C 1.36600 -0.76825 -0.49605 -0.41 -0.63 -0.26
C 3.09758 0.39276 0.12589 0.53 0.25 0.14
C 1.63409 0.65428 -0.12309 -0.13 0.43 0.05
C -3.80369 0.11181 0.09636 0.85 0.20 -0.09
N -1.33256 -0.36748 1.36959 -0.23 -0.11 -0.58
O -1.58257 -0.81047 -1.02422 -0.21 0.03 -0.39
O -1.72701 1.58104 -0.31453 -0.82 -0.70 0.18
O 0.96538 1.65769 -0.05784 0.03 0.08 -0.04
S -1.98838 0.03404 0.05933 -0.05 0.35 0.27
H 3.10192 -1.81243 0.42292 0.02 -0.03 0.03
H 3.37759 -1.31823 -1.25381 -0.01 0.00 0.02
H 0.94072 -0.90838 -1.48937 -0.01 0.05 0.00
H 0.68840 -1.26018 0.20494 0.10 0.04 0.00
H 3.38520 0.51418 1.16815 -0.02 0.05 0.11
H 3.77330 0.99382 -0.48160 -0.01 0.06 -0.03
H -4.16875 -0.80694 -0.34681 0.05 -0.12 0.00
H -4.13171 0.20829 1.12306 -0.01 0.05 0.14
H -4.09461 0.97228 -0.49165 -0.14 0.07 -0.10
H -1.61095 0.24080 2.11605 -0.11 0.37 0.52
H -0.75920 1.75375 -0.28079 0.48 -0.20 0.11

=====

# 4
22
Properties=species:S:1:pos:R:3:forces:R:3 method="wB97M-V/def2-TZVPD" de_lowest_ev=1.718 homo_energy_ev=-8.67 multiplicity=1 orbital_gap_ev=8.233 energy_ev=-34662.8714
C -2.51471 -0.38590 0.40241 -0.45 0.28 -1.00
C 1.69211 0.00362 1.38527 2.87 -0.80 -1.13
C 3.33651 -0.26452 -0.67057 -3.36 -0.18 -1.04
C -4.54124 0.13229 -0.99956 0.26 -0.95 0.26
C 1.92399 -0.52501 -0.07582 0.84 -0.07 1.62
N -1.57857 0.34906 1.07101 0.55 1.79 1.35
O -2.62550 -1.56518 0.56341 -0.73 -0.15 -0.14
O -0.07398 1.37953 -0.74943 1.12 0.53 0.18
O -3.22285 0.39738 -0.48458 -0.15 -0.12 0.95
S -1.08973 1.80017 0.71475 -0.51 -2.57 -2.48
S 0.45775 -0.17512 -1.03283 -1.06 0.68 -0.27
H 0.83894 -0.58976 1.64090 -0.70 0.57 1.12
H 2.63704 -0.28405 2.01018 -1.82 0.62 -0.93
H 1.62054 1.09673 1.28456 -0.38 -0.38 0.72
H 4.02997 -0.88069 -0.23672 1.66 -1.61 1.52
H 3.62561 0.73741 -0.48766 0.30 1.13 -0.55
H 3.25262 -0.63776 -1.69440 0.45 0.89 -0.28
H -4.99032 -0.86699 -0.74522 0.98 0.75 -0.33
H -4.34901 0.28311 -2.04861 -0.71 -0.36 -0.55
H -5.24757 0.87948 -0.64729 0.20 0.25 0.20
H 1.77839 -1.60833 0.04208 0.17 -0.01 -0.37
H -1.94293 2.32286 -0.29378 0.45 -0.28 1.16

=====

# 5
21
Properties=species:S:1:pos:R:3:forces:R:3 method="wB97M-V/def2-TZVPD" de_lowest_ev=5.367 homo_energy_ev="-8.73 / -8.73" multiplicity=1 orbital_gap_ev="8.552 / 8.553" energy_ev=-15039.2344
C -0.37332 2.14247 1.01306 1.67 0.59 0.48
C 0.06826 3.54810 1.07417 0.43 -0.13 -0.07
O 0.09231 1.32015 1.85865 -1.85 1.37 -1.20
O -0.95544 0.37169 1.94123 0.03 -1.47 0.48
H -1.06567 1.83212 0.23807 -0.21 -0.32 0.52
H 0.87905 3.67213 1.78956 -0.02 0.02 -0.01
H 0.38061 3.87760 0.08263 -0.08 0.08 -0.01
H -0.77995 4.16195 1.39190 -0.03 -0.04 -0.07
C -0.45947 -1.47740 -0.77568 -0.03 -0.02 0.28
C -0.12530 -2.46081 -1.89922 0.02 0.18 0.09
C 0.71238 -0.52533 -0.56080 0.09 0.06 -0.60
N -0.83609 -2.19354 0.43043 -0.12 -0.19 -0.04
O 1.80030 -1.15121 -0.07774 -0.02 -0.04 0.18
O 0.73461 0.64757 -0.86760 0.01 -0.13 0.12
H 2.52186 -0.50946 0.01294 -0.20 0.03 -0.05
H -1.30619 -0.85428 -1.07638 0.14 0.00 0.02
H -1.08795 -1.53404 1.16393 0.21 0.01 -0.10
H -0.05754 -2.74776 0.76987 -0.03 0.02 -0.02
H -0.98103 -3.11337 -2.05937 -0.02 0.01 0.00
H 0.73393 -3.07225 -1.62295 0.00 -0.02 0.00
H 0.10465 -1.93432 -2.82670 0.01 -0.03 0.00

=====

# 6
19
Properties=species:S:1:pos:R:3:forces:R:3 method="wB97M-V/def2-TZVPD" charge=-1 de_lowest_ev=0.243 homo_energy_ev="-2.74 / -2.68" multiplicity=2 orbital_gap_ev="6.574 / 5.600" energy_ev=-19735.0860
C 0.64142 0.64208 0.77882 -0.08 0.29 0.43
C -0.32012 1.70029 0.39251 -0.14 0.25 0.49
C -1.40547 1.12567 -0.54937 1.01 0.60 -0.24
S -2.32330 -0.16647 0.30757 -0.18 -0.15 -0.11
C 1.68164 0.23425 -0.11846 -0.45 -0.56 -0.35
N 2.28332 -1.02029 0.09249 -0.38 -0.38 0.19
C 1.32838 -2.11631 0.33197 -0.17 0.23 0.51
O 1.99239 0.87958 -1.11277 0.43 0.54 -0.27
H -5.03170 -2.82384 -2.01407 -0.05 0.01 0.06
H 0.52602 0.16581 1.74239 0.08 -0.09 -0.11
H 0.21154 2.57156 -0.00217 0.04 -0.09 -0.46
H -0.82684 2.04264 1.29140 -0.13 0.01 0.19
H -0.83365 0.77177 -1.40991 -0.13 -0.39 -0.14
H -1.96964 1.97061 -0.96556 -0.43 -0.13 0.31
H -5.35400 -2.61976 -1.37597 0.05 0.00 -0.06
H 2.82078 -1.20575 -0.73976 0.31 0.03 -0.03
H 0.44681 -1.70979 0.82310 -0.06 -0.10 0.05
H 1.71516 -2.92482 0.95650 0.30 0.14 -0.07
H 0.95616 -2.52890 -0.59505 -0.03 -0.21 -0.40

=====

# 7
19
Properties=species:S:1:pos:R:3:forces:R:3 method="wB97M-V/def2-TZVPD" de_lowest_ev=1.348 homo_energy_ev=-9.41 multiplicity=1 orbital_gap_ev=10.094 energy_ev=-19735.7471 smiles="O=CNCCCCS"
C -1.13381 -0.66897 -0.15128 0.74 1.23 -2.30
N -0.42433 -1.92535 -0.12963 0.28 -0.84 1.01
C -0.97371 -3.07744 0.34510 0.18 -0.89 -0.03
O -2.14423 -3.30616 0.54297 -0.32 0.64 0.04
C -0.55416 0.43475 0.75000 -0.01 -0.42 1.50
C 0.19389 1.52758 0.00102 0.21 1.05 0.76
C 1.67058 1.25429 -0.32777 -0.43 0.27 -0.24
S 2.28946 2.77241 -1.25606 0.55 -1.51 0.45
H -0.85388 -0.26548 -1.16372 -0.93 -0.32 0.46
H -2.22197 -0.83149 -0.14364 0.57 -0.04 0.35
H 0.59456 -1.91434 -0.18867 -0.63 0.09 0.04
H -0.26173 -3.91213 0.51918 0.31 0.48 -0.23
H 0.10722 -0.05079 1.50353 -0.12 0.29 -0.47
H -1.28338 0.94567 1.40330 -0.19 -0.44 -0.52
H -0.33238 1.84482 -0.90616 -0.06 -0.46 -0.05
H 0.13392 2.45548 0.63156 0.37 -0.75 -0.37
H 2.24609 1.03798 0.56347 0.15 0.77 0.51
H 1.81982 0.29681 -0.84095 -0.26 0.47 -0.87
H 1.12805 3.38235 -1.15226 -0.42 0.39 -0.03

=====

# 8
19
Properties=species:S:1:pos:R:3:forces:R:3 method="wB97M-V/def2-TZVPD" de_lowest_ev=5.636 homo_energy_ev=-8.96 multiplicity=1 orbital_gap_ev=9.582 energy_ev=-19731.4595 smiles=CN[C@@]1(CO)C[C@H]1S
C 0.27049 -0.61295 2.10637 2.22 -3.13 -0.52
C -0.01498 0.09901 -0.33152 0.89 1.60 6.45
C -0.56240 1.53467 -0.33294 -0.53 3.37 1.04
C 1.49131 -0.01833 -0.87683 -3.41 -0.48 0.46
C 0.19442 -0.36133 -1.61753 1.65 -0.01 -2.91
H 1.33836 -0.96326 2.10151 -0.34 0.72 -0.35
H -0.17073 -1.38372 2.68374 -0.64 -0.51 1.20
H 0.19178 0.28083 2.59010 -0.28 2.56 1.12
H -0.47259 -1.62408 0.48857 -0.09 -0.68 0.60
H 0.26523 2.42872 0.19567 -2.50 -2.85 -1.90
H -0.73290 1.74529 -1.57890 -0.11 0.51 4.04
H -1.90917 0.98242 1.19419 0.26 1.61 -1.87
H 2.06762 -0.76590 -0.41030 0.16 -1.27 0.34
H 2.06459 0.81867 -1.05927 0.63 1.94 -0.73
H -0.18434 0.50858 -2.16384 0.69 -1.17 -1.37
H -1.50092 -1.78818 -2.10658 2.60 -0.76 -0.62
N -0.42075 -0.70514 0.89137 -0.74 1.33 -4.52
O -1.89394 1.76623 0.52878 2.89 -2.38 -0.86
S -0.02108 -1.94153 -2.30259 -3.36 -0.40 0.41

=====

# 9
19
Properties=species:S:1:pos:R:3:forces:R:3 method="wB97M-V/def2-TZVPD" de_lowest_ev=5.150 homo_energy_ev="-8.52 / -7.13" multiplicity=1 orbital_gap_ev="8.947 / 6.199" energy_ev=-19731.9455
C 0.75044 1.17914 -1.81181 -0.44 -0.92 -1.07
C -1.04899 -1.55149 -0.75619 -0.12 2.94 4.36
C 1.32746 -1.24043 0.55821 0.83 -0.09 -0.82
C -0.60869 0.18860 1.28486 0.81 0.24 1.00
C -0.10130 -0.84741 0.29801 -0.33 -0.03 -0.71
N -1.74084 1.00885 0.90174 -0.34 2.99 -0.23
O 0.62043 0.54168 -2.80677 0.23 0.73 1.28
S 1.74196 2.66266 -1.68475 -0.01 0.17 0.20
H -2.04801 -1.42056 -0.22578 0.82 -0.44 -1.52
H -0.92543 -1.09205 -1.69407 -0.41 0.96 -1.24
H -0.74494 -2.52366 -0.88149 0.43 -2.56 0.01
H 1.82683 -1.68903 -0.32710 -0.47 0.49 0.10
H 1.77730 -0.25980 0.74746 0.66 -0.37 0.13
H 1.70343 -1.95016 1.34389 -1.18 0.57 0.00
H -0.79122 -0.33810 2.22036 -0.66 -0.34 0.29
H 0.14387 0.91944 1.65113 0.72 -0.81 -0.63
H -1.35421 1.50567 0.06352 -0.86 -0.55 0.47
H 1.31144 3.01969 -0.45735 0.07 -0.25 -0.20
H -1.83952 1.88695 1.57611 0.24 -2.72 -1.41

=====

# 10
19
Properties=species:S:1:pos:R:3:forces:R:3 method="wB97M-V/def2-TZVPD" de_lowest_ev=7.377 homo_energy_ev=-8.55 multiplicity=1 orbital_gap_ev=4.732 energy_ev=-19729.7179
C -0.06784 -0.53015 1.69111 0.21 -0.70 -0.56
C 1.11267 0.39190 1.88126 0.49 0.43 -1.36
S 0.96088 1.75890 0.68593 0.18 -1.06 0.70
C -0.25056 -1.19756 0.22033 -2.72 -0.72 -0.41
N -1.50555 -0.42825 -0.64110 4.19 -0.67 0.98
C -0.98295 -0.30008 -2.09349 -1.47 -2.22 1.20
C -0.04058 0.86724 -2.35146 0.11 -0.20 0.50
O -0.25980 -2.48700 0.22165 -0.10 2.51 -0.21
H -1.01118 -0.01196 1.72700 -0.31 0.16 0.76
H 0.03481 -1.42930 2.25843 -0.34 -0.28 1.10
H 2.13222 -0.04930 1.80514 -0.87 -0.10 -0.13
H 1.08733 0.80687 2.90229 -0.42 0.17 -0.15
H 0.51425 -0.65589 -0.31602 1.86 1.14 -0.64
H -2.24321 -1.10225 -0.52073 -0.53 -0.35 -0.65
H -1.93037 -0.23306 -2.64056 0.46 0.04 -0.40
H -0.50393 -1.33633 -2.33512 -0.64 1.77 0.16
H 0.60261 0.55479 -3.19787 0.11 0.42 0.70
H -0.57748 1.77998 -2.66660 0.18 -0.39 0.38
H 0.51353 1.03980 -1.36279 -0.39 0.06 -1.96